# C3H8N2O2

A 2-piece molecular cluster, C3H8N2O2 overall in a non-equilibrium geometry (the ωB97M-V functional and the def2-TZVPD basis, OMol25).

The spin multiplicity is 1. The value obtained for the LUMO energy is 0.732 eV. The molecular weight comes out at 104.11 g mol⁻¹. The energy above the lowest of the compared OMol25 structures with the same formula, charge and spin is 38.77 kcal per mole.

Structure (XYZ):
```
15
C3H8N2O2 (the ωB97M-V functional and the def2-TZVPD basis)
O -1.801 -0.078 0.448
C -1.780 1.064 1.005
O -0.806 1.601 1.546
H -2.761 1.578 1.054
C 1.414 -0.678 -0.172
C 0.799 -0.612 -1.354
N 1.528 -0.659 -2.540
N 0.605 -0.559 1.043
H 2.464 -0.743 0.069
H -0.273 -0.454 -1.344
H 0.940 -0.823 -3.337
H 2.306 -1.287 -2.512
H 0.609 0.376 1.471
H 0.752 -1.292 1.729
H -0.478 -0.573 0.759
```

Löwdin population analysis, charges in e, atoms 1 to 8: O -0.1107; C -0.5218; O -0.0699; H 0.1183; C -0.1094; C -0.1656; N 0.0533; N 0.0997

# C3H8N2O2

One molecule with the formula C3H8N2O2 in a non-equilibrium geometry (the ωB97M-V functional and the def2-TZVPD basis, OMol25).

The spin multiplicity is 1. The value obtained for the LUMO energy is 0.344 eV. The molecular weight comes out at 104.11 g mol⁻¹. As for the SMILES: NCC(=O)NCO. The energy above the lowest of the compared OMol25 structures with the same formula, charge and spin is 72.09 kcal per mole.

Structure (XYZ):
```
15
C3H8N2O2 (the ωB97M-V functional and the def2-TZVPD basis)
N -0.912 -2.308 0.480
C -0.835 -0.815 0.250
C 0.203 -0.509 -0.884
O 0.043 -1.153 -1.966
N 0.560 0.730 -0.765
C 1.294 1.264 0.360
O 0.255 2.122 1.068
H -0.507 -2.786 -0.236
H -1.886 -2.477 0.432
H -0.860 -0.265 1.141
H -1.733 -0.549 -0.379
H 0.284 1.359 -1.479
H 1.717 0.396 0.970
H 2.124 1.878 0.099
H 0.254 3.110 0.909
```

Löwdin population analysis, charges in e, atoms 1 to 8: N 0.0169; C -0.1379; C -0.4674; O 0.0234; N 0.0447; C -0.1446; O -0.1107; H 0.0064

# C3H8N2O2

A 2-piece molecular cluster, C3H8N2O2 overall (the ωB97M-V functional and the def2-TZVPD basis, OMol25).

The spin multiplicity is 1. The value obtained for the LUMO energy is 0.419 eV. The molecular weight comes out at 104.11 g mol⁻¹. As for the SMILES: C=N[C@H](N)O.C=O. The energy above the lowest of the compared OMol25 structures with the same formula, charge and spin is 63.08 kcal per mole.

Structure (XYZ):
```
15
C3H8N2O2 (the ωB97M-V functional and the def2-TZVPD basis)
C -0.775 1.282 -0.002
N -0.844 0.040 -0.232
C 0.169 -0.486 -1.179
N -0.307 -1.634 -1.900
O 1.291 -0.923 -0.483
H -1.473 1.742 0.703
H -0.009 1.942 -0.437
H 0.411 0.314 -1.904
H -0.236 -2.428 -1.269
H -1.288 -1.514 -2.129
H 1.517 -0.321 0.245
C 0.471 0.182 2.467
O 1.538 0.445 1.964
H -0.155 -0.657 2.123
H 0.055 0.814 3.273
```

Löwdin population analysis, charges in e, atoms 1 to 8: C -0.0689; N 0.0246; C -0.5506; N 0.0639; O -0.0048; H 0.0768; H 0.0924; H 0.1361

# C3H8N2O2

A 2-piece molecular cluster, C3H8N2O2 overall (the ωB97M-V functional and the def2-TZVPD basis, OMol25).

The spin multiplicity is 1. The value obtained for the LUMO energy is 0.349 eV. The molecular weight comes out at 104.11 g mol⁻¹. The energy above the lowest of the compared OMol25 structures with the same formula, charge and spin is 50.68 kcal per mole.

Structure (XYZ):
```
15
C3H8N2O2 (the ωB97M-V functional and the def2-TZVPD basis)
C -0.561 -1.381 0.799
C 0.176 1.218 -1.291
N 1.337 -0.175 0.345
C 1.076 1.100 -0.065
N -1.732 -0.761 0.758
O -0.123 -2.004 -0.257
O 1.499 2.113 0.483
H 0.829 -1.414 -0.332
H 1.986 -0.145 1.130
H -0.132 -1.538 1.785
H -2.110 -0.315 1.577
H -2.124 -0.522 -0.142
H -0.669 1.866 -1.051
H -0.190 0.256 -1.649
H 0.739 1.702 -2.089
```

Löwdin population analysis, charges in e, atoms 1 to 8: C -0.2910; C -0.0333; N 0.0140; C -0.6479; N 0.1953; O -0.0315; O -0.0093; H 0.1220

# C3H8N2O2

One molecule with the formula C3H8N2O2 in a non-equilibrium geometry (the ωB97M-V functional and the def2-TZVPD basis, OMol25).

The spin multiplicity is 1. The value obtained for the LUMO energy is 0.866 eV. The molecular weight comes out at 104.11 g mol⁻¹. As for the SMILES: CN(O)/C(O)=C/N. The energy above the lowest of the compared OMol25 structures with the same formula, charge and spin is 91.25 kcal per mole.

Structure (XYZ):
```
15
C3H8N2O2 (the ωB97M-V functional and the def2-TZVPD basis)
C -1.400 -1.010 1.035
N -1.136 0.010 0.024
O -1.497 -0.555 -1.245
C 0.226 0.508 0.034
O 0.101 1.746 0.593
C 1.272 -0.010 -0.605
N 2.498 0.653 -0.736
H -0.828 -1.923 0.847
H -2.465 -1.238 1.020
H -1.124 -0.593 2.003
H -1.697 0.205 -1.810
H -0.952 1.606 0.758
H 1.150 -0.924 -1.164
H 2.549 1.471 -0.142
H 3.301 0.053 -0.612
```

Löwdin population analysis, charges in e, atoms 1 to 8: C -0.0532; N -0.2254; O -0.0304; C -0.4065; O -0.0002; C -0.1476; N 0.0415; H 0.0903

# C3H8N2O2

One molecule with the formula C3H8N2O2 in a non-equilibrium geometry (the ωB97M-V functional and the def2-TZVPD basis, OMol25).

The spin multiplicity is 1. The value obtained for the LUMO energy is 0.834 eV. The molecular weight comes out at 104.11 g mol⁻¹. As for the SMILES: [H]/N=C(\N)OCOC. The energy above the lowest of the compared OMol25 structures with the same formula, charge and spin is 85.04 kcal per mole.

Structure (XYZ):
```
15
C3H8N2O2 (the ωB97M-V functional and the def2-TZVPD basis)
H 2.605 0.286 1.647
N 1.957 0.456 0.829
C 1.216 -0.452 0.400
N 1.602 -1.941 0.399
O 0.196 -0.310 -0.265
C -0.316 0.958 -0.659
O -1.599 0.665 -1.044
C -2.671 0.620 0.091
H 0.739 -2.474 0.402
H 2.349 -2.148 0.978
H 0.251 1.426 -1.544
H -0.154 1.589 0.169
H -2.337 1.335 0.880
H -2.937 -0.340 0.813
H -3.576 1.118 -0.462
```

Löwdin population analysis, charges in e, atoms 1 to 8: H 0.0787; N 0.1276; C -0.6219; N 0.1241; O 0.0437; C -0.2383; O -0.1557; C -0.0318

# C3H8N2O2

A 3-piece molecular cluster, C3H8N2O2 overall in a non-equilibrium geometry (the ωB97M-V functional and the def2-TZVPD basis, OMol25).

The spin multiplicity is 1. The value obtained for the LUMO energy is 1.012 eV. The molecular weight comes out at 104.11 g mol⁻¹. As for the SMILES: c1c[nH]cn1.O.O. The energy above the lowest of the compared OMol25 structures with the same formula, charge and spin is 34.73 kcal per mole.

Structure (XYZ):
```
15
C3H8N2O2 (the ωB97M-V functional and the def2-TZVPD basis)
C -0.852 -2.363 0.515
C -1.992 -2.560 -0.203
N -1.658 -3.411 -1.224
C -0.342 -3.713 -1.066
N 0.143 -3.166 0.010
H -0.752 -1.588 1.250
H -2.958 -2.116 -0.062
H -2.256 -3.593 -2.009
H 0.248 -4.296 -1.736
O 1.766 4.192 4.399
H 2.689 4.089 4.141
H 1.835 4.210 5.360
O 1.132 4.455 -3.236
H 1.443 4.723 -2.359
H 1.554 5.138 -3.781
```

Löwdin population analysis, charges in e, atoms 1 to 8: C -0.1678; C -0.1288; N 0.0399; C -0.2228; N 0.0390; H 0.0898; H 0.1004; H 0.1424

# C3H8N2O2

C3H8N2O2 as an isolated structure in a non-equilibrium geometry (the ωB97M-V functional and the def2-TZVPD basis, OMol25).

The spin multiplicity is 1. The value obtained for the LUMO energy (spin up / spin down) is -0.606 / -0.607 eV. The molecular weight comes out at 104.11 g mol⁻¹. The energy above the lowest of the compared OMol25 structures with the same formula, charge and spin is 118.06 kcal per mole.

Structure (XYZ):
```
15
C3H8N2O2 (the ωB97M-V functional and the def2-TZVPD basis)
C -1.898 -0.623 0.592
N 1.943 -0.794 -0.780
C -0.906 -0.003 -0.354
N 0.781 1.636 -0.617
C -0.224 1.211 0.089
O -0.596 -0.521 -1.426
O 1.427 -1.016 0.511
H 2.052 -0.565 1.095
H 1.530 -1.554 -1.319
H 1.528 0.487 -1.027
H 1.247 2.486 -0.327
H -0.462 1.618 1.072
H -2.429 0.132 1.172
H -1.367 -1.282 1.279
H -2.626 -1.213 0.038
```

Löwdin population analysis, charges in e, atoms 1 to 8: C -0.0184; N -0.0970; C -0.4618; N 0.0893; C -0.1212; O 0.0582; O -0.1829; H 0.0880

# C3H8N2O2

A 2-piece molecular cluster, C3H8N2O2 overall in a non-equilibrium geometry (the ωB97M-V functional and the def2-TZVPD basis, OMol25).

The spin multiplicity is 1. The value obtained for the LUMO energy is 0.711 eV. The molecular weight comes out at 104.11 g mol⁻¹. The energy above the lowest of the compared OMol25 structures with the same formula, charge and spin is 118.95 kcal per mole.

Structure (XYZ):
```
15
C3H8N2O2 (the ωB97M-V functional and the def2-TZVPD basis)
C 1.859 -0.580 0.166
C 1.791 0.917 0.338
C 0.224 0.388 -1.252
N -2.828 0.034 -0.302
N 0.719 -0.722 -0.807
O -3.104 -0.263 1.067
O 0.662 1.429 -0.439
H 2.845 -1.044 -0.065
H 1.470 -1.078 0.993
H 1.615 1.144 1.401
H 2.602 1.411 -0.105
H -2.642 -0.869 -0.730
H -1.972 0.557 -0.169
H -3.957 0.268 1.254
H 0.714 -1.592 -1.349
```

Löwdin population analysis, charges in e, atoms 1 to 8: C -0.1254; C -0.1571; C -0.1363; N -0.0480; N -0.0058; O -0.1962; O -0.1114; H 0.1313

# C3H8N2O2

A 2-piece molecular cluster, C3H8N2O2 overall in a non-equilibrium geometry (the ωB97M-V functional and the def2-TZVPD basis, OMol25).

The spin multiplicity is 1. The value obtained for the LUMO energy is 0.602 eV. The molecular weight comes out at 104.11 g mol⁻¹. As for the SMILES: C1=NCCON1.O. The energy above the lowest of the compared OMol25 structures with the same formula, charge and spin is 90.46 kcal per mole.

Structure (XYZ):
```
15
C3H8N2O2 (the ωB97M-V functional and the def2-TZVPD basis)
C 2.341 -0.134 -0.137
N 1.962 1.092 -0.083
C 0.500 1.267 -0.122
C -0.285 0.157 0.555
O 0.120 -1.001 -0.087
N 1.494 -1.245 0.097
H 3.361 -0.344 -0.338
H 0.126 2.160 0.389
H 0.205 1.512 -1.206
H -0.133 0.243 1.620
H -1.341 0.320 0.176
H 1.701 -2.053 -0.487
O -4.530 -0.038 -0.208
H -4.314 0.541 0.524
H -3.851 -0.733 -0.200
```

Löwdin population analysis, charges in e, atoms 1 to 8: C -0.1959; N 0.0396; C -0.2345; C -0.2223; O -0.1330; N 0.0158; H 0.1045; H 0.0986

# C3H8N2O2

One molecule with the formula C3H8N2O2 (the ωB97M-V functional and the def2-TZVPD basis, OMol25).

The spin multiplicity is 1. The value obtained for the LUMO energy is 0.660 eV. The molecular weight comes out at 104.11 g mol⁻¹. As for the SMILES: NC(=O)NCCO. The energy above the lowest of the compared OMol25 structures with the same formula, charge and spin is 5.54 kcal per mole.

Structure (XYZ):
```
15
C3H8N2O2 (the ωB97M-V functional and the def2-TZVPD basis)
N 0.076 0.770 -2.475
C 0.168 0.017 -1.317
O -0.081 -1.185 -1.307
N 0.563 0.714 -0.214
C 0.705 0.077 1.090
C -0.627 -0.427 1.660
O -0.963 -1.724 1.249
H -0.407 0.269 -3.208
H -0.234 1.725 -2.368
H 0.996 1.613 -0.355
H 1.127 0.836 1.756
H 1.408 -0.765 1.043
H -1.404 0.312 1.398
H -0.557 -0.455 2.753
H -0.770 -1.776 0.295
```

Löwdin population analysis, charges in e, atoms 1 to 8: N 0.1434; C -0.5911; O 0.0397; N 0.0491; C -0.1587; C -0.2700; O -0.0741; H 0.1029

# C3H8N2O2

A 3-piece molecular cluster, C3H8N2O2 overall in a non-equilibrium geometry (the ωB97M-V functional and the def2-TZVPD basis, OMol25).

The spin multiplicity is 1. The value obtained for the LUMO energy is 0.739 eV. The molecular weight comes out at 104.11 g mol⁻¹. As for the SMILES: c1c[nH]cn1.O.O. The energy above the lowest of the compared OMol25 structures with the same formula, charge and spin is 37.50 kcal per mole.

Structure (XYZ):
```
15
C3H8N2O2 (the ωB97M-V functional and the def2-TZVPD basis)
C 0.077 -0.520 -1.134
C -1.259 -0.730 -0.959
N -1.402 -1.984 -0.423
C -0.130 -2.376 -0.049
N 0.733 -1.448 -0.373
H 0.672 0.217 -1.651
H -2.098 -0.168 -1.326
H -2.156 -2.650 -0.491
H 0.068 -3.330 0.412
O 1.881 0.643 1.791
H 2.220 -0.060 2.357
H 1.174 0.237 1.282
O -0.149 4.007 0.519
H -0.444 4.231 -0.364
H 0.813 3.931 0.406
```

Löwdin population analysis, charges in e, atoms 1 to 8: C -0.1566; C -0.1192; N 0.0408; C -0.1951; N 0.0181; H 0.1022; H 0.1016; H 0.1452

Q: Which value of molecular weight does entry 9 give?
A: 104.11 g mol⁻¹

Q: Among the records above, which one has the lowest energy above the lowest of the compared OMol25 structures with the same formula, charge and spin?
A: number 11

Q: Which value of energy above the lowest of the compared OMol25 structures with the same formula, charge and spin does entry 7 give?
A: 34.73 kcal per mole